# 1
119
Properties=species:S:1:pos:R:3:lowdin_charge:R:1 method="wB97M-V/def2-TZVPD" charge=+2 orbital_gap_ev=6.72 e_lumo_ev=-5.46 total_energy_ev=-404736.3470
Hf 0.3285 -1.2726 0.2659 1.304
I 4.0895 -2.1223 -0.9028 1.019
Br -1.7521 -3.5021 -0.4921 0.745
Br 0.9256 -3.6168 -2.1720 0.652
Se 1.2211 -3.3465 1.2544 0.234
As -1.7190 1.9694 -1.4824 1.305
As -1.1825 3.5932 -4.7315 1.361
Si 3.0724 -5.2123 2.1072 0.598
O 0.3697 6.3413 -2.5079 -0.027
O -1.3193 5.8503 -0.4818 -0.016
O -0.6053 1.3129 -6.5114 -0.067
O -1.2661 6.4333 -4.0628 0.096
O -0.5611 -0.9058 -1.9071 -0.206
O 0.9081 0.2472 -5.2110 0.121
O -1.3172 -0.9230 -4.0070 0.011
O -1.6711 3.8688 0.5017 0.022
N 2.1565 0.0952 -1.1683 -0.049
C 1.3298 1.1450 4.2319 -0.023
C -2.1253 -1.1319 2.0862 -0.230
C 4.3460 -4.0273 2.7973 -0.193
C 1.8565 -6.1299 3.1884 -0.199
C -0.3366 -3.6666 4.8491 -0.054
C 0.9892 1.7207 1.8855 -0.056
C -0.6440 1.7848 -4.2471 -0.293
C -0.0173 1.0074 -5.3584 -0.546
C -1.3966 4.5389 -0.4795 -0.531
C 1.2127 0.5324 2.8275 -0.536
C -0.3737 -1.5167 3.5585 -0.144
C -0.6395 5.8550 -3.2087 -0.579
C 3.2103 -0.4572 -1.7952 -0.751
C -3.7924 -0.6468 0.2177 -0.063
C 1.8020 1.3172 -1.5989 -0.151
C -1.4721 -2.3502 -4.0289 -0.022
C 2.4158 1.9785 -2.6379 -0.028
C 3.4241 1.3389 -3.3357 -0.015
C 3.4932 -5.9166 0.4221 -0.201
C -4.0772 0.2876 2.4889 -0.019
C 3.8337 0.0911 -2.9013 -0.107
C 0.0328 -0.4502 2.7574 -0.218
C -0.1813 0.6296 -7.7061 0.005
C 0.6806 7.7393 -2.6506 0.005
C -1.6837 -1.9088 3.1205 -0.008
C -0.9125 4.4042 -2.9639 -0.280
C -0.3799 -1.4784 6.0395 -0.015
C -0.8695 -0.2973 -2.9580 -0.487
C -3.5183 2.1163 -2.2681 -0.248
C -0.4499 -4.6762 -1.3359 -0.926
C 0.1733 -2.2106 4.8057 -0.510
C 1.7009 -2.3058 4.8817 -0.052
C 2.5387 -0.1249 2.4033 -0.064
C -1.0311 -0.2350 1.7236 -0.280
C -0.9443 1.1632 -3.1013 -0.318
C -1.5682 6.5575 0.7483 0.012
C -1.2203 3.8488 -1.7927 -0.275
C 0.4464 4.2644 -5.6008 -0.248
C -4.4232 -2.1599 2.1011 -0.042
C -3.5795 -0.9433 1.7054 -0.552
H -5.4567 -2.0016 1.7940 0.093
H -1.3850 -3.7253 5.1356 0.085
H -3.4329 0.3522 -0.0150 0.025
H 0.7325 0.0728 -7.5161 0.093
H -0.9748 -0.0462 -8.0176 0.102
H -2.2142 7.3973 0.5092 0.104
H 0.8409 1.4107 0.8428 0.026
H 5.3037 -4.5326 2.9424 0.049
H -3.2954 -1.3735 -0.4273 0.015
H 0.0048 -0.4632 6.1169 0.074
H -3.4608 2.6560 -3.2116 0.011
H 1.8015 -5.6930 4.1850 0.031
H 4.6418 -0.4374 -3.3830 0.107
H -0.5502 -2.8123 -4.3741 0.068
H 2.1233 -7.1833 3.2902 0.047
H 0.1862 5.2122 -6.0669 0.039
H 2.5316 -0.3542 1.3243 0.003
H 0.8636 -6.0623 2.7438 0.024
H -3.9202 1.1183 -2.4412 0.032
H -2.2796 -2.6592 3.6117 0.113
H 3.3738 0.5550 2.5846 0.107
H 2.0643 -2.8417 4.0047 0.018
H 0.2295 -4.2280 5.5928 0.089
H 4.0434 -3.6071 3.7549 0.026
H 0.5669 8.1983 -1.6710 0.098
H -3.9405 0.1461 3.5609 0.097
H -0.9478 -5.2810 -2.0851 0.028
H 0.3677 1.5621 4.5307 0.104
H 3.8544 -5.1317 -0.2424 -0.015
H 2.1896 -1.3402 4.9514 0.064
H -3.5320 1.1835 2.1855 0.084
H 2.0695 1.9474 4.2367 0.097
H -2.0443 5.9023 1.4719 0.091
H -1.7436 -2.7153 -3.0414 0.021
H 0.1235 2.3041 2.1894 0.096
H 3.9150 1.8131 -4.1737 0.131
H -4.0546 -3.0683 1.6202 0.072
H 1.2537 4.4337 -4.8900 0.032
H 2.6280 -6.3854 -0.0456 0.036
H 4.5013 -3.2052 2.0974 -0.001
H 2.7269 -1.0490 2.9391 0.050
H -4.1863 2.6468 -1.5905 0.045
H -0.6172 6.9208 1.1328 0.103
H 0.0117 -5.2636 -0.5504 -0.025
H -4.4235 -2.3084 3.1803 0.088
H 0.0096 8.2095 -3.3643 0.096
H -0.0271 1.3845 -8.4721 0.102
H -1.3005 0.7816 1.4525 0.089
H 2.1034 2.9820 -2.8881 0.114
H -5.1387 0.4426 2.2915 0.097
H 1.7121 7.8283 -2.9817 0.100
H 1.9779 -2.8687 5.7740 0.099
H -2.2715 -2.5513 -4.7358 0.113
H 0.7742 3.5804 -6.3805 0.029
H 1.0133 1.8094 -1.0475 0.065
H -1.4679 -1.4270 5.9894 0.094
H 4.2776 -6.6730 0.5020 0.048
H -0.2051 -4.1439 3.8765 0.054
H 1.6257 0.4161 4.9771 0.057
H -4.8590 -0.6845 -0.0051 0.098
H -0.1040 -2.0193 6.9459 0.098
H 1.8635 2.3724 1.9179 0.107

# 2
28
Properties=species:S:1:pos:R:3:lowdin_spin:R:1 method="wB97M-V/def2-TZVPD" charge=-1 orbital_gap_ev="6.97 / 6.49" multiplicity=3 e_lumo_ev="2.38 / 1.88" s2=2.007 total_energy_ev=-89532.7399
Pt 0.2093 -0.5067 -0.0678 1.314
Cl -2.5079 0.4256 1.7487 0.009
Cl 3.0065 1.0960 4.5578 0.003
Cl 2.8330 -0.0522 1.6514 0.055
Cl -2.3656 1.5963 4.6353 0.000
Cl 0.3914 1.9277 6.0481 0.003
O -1.7394 -1.0213 -1.0731 0.169
O 0.2412 -1.3031 -2.1640 0.055
O -1.2713 -0.5735 -4.1964 0.002
O -1.8092 -1.6178 -3.3262 0.010
N 0.8621 0.8575 -1.6291 0.152
N -0.9306 0.2690 -3.0497 -0.001
C -0.9208 1.1330 3.8129 -0.001
C 1.4686 0.1348 -3.8859 0.011
C 2.9161 1.5979 -2.6025 0.014
C 2.6022 0.8605 -3.7820 0.004
C 0.5279 0.1017 -2.7683 0.018
C 2.0312 1.5196 -1.5680 0.018
C -1.2007 -0.9743 -2.2258 0.013
C 1.4743 0.9158 3.7841 0.000
C 0.1705 0.2227 1.8255 0.084
C 0.3093 1.2862 4.4485 0.009
C -0.9749 0.6087 2.5235 0.021
C 1.3787 0.3998 2.4975 0.034
H 3.8200 2.1819 -2.5163 0.001
H 2.2276 2.0059 -0.6181 0.002
H 1.2228 -0.4452 -4.7634 0.002
H 3.2938 0.8759 -4.6176 0.000

# 3
10
Properties=species:S:1:pos:R:3:nbo_charge:R:1 method="wB97M-V/def2-TZVPD" charge=0 orbital_gap_ev=8.84 e_lumo_ev=0.12 total_energy_ev=-23599.7349
I -0.8747 -3.1275 -0.3542 0.102
S 0.7237 -0.6653 1.2326 0.253
N -0.8816 -0.1479 -0.8700 -0.436
C 1.0328 0.8138 0.2555 -0.637
C 0.0453 0.7386 -0.8757 0.121
C -0.7074 -1.0239 0.2256 -0.362
H -0.0818 1.5989 -1.6404 0.213
H 2.0602 1.1289 -0.0128 0.258
H 0.5447 1.5743 1.0400 0.250
H -1.8610 -0.8899 0.9994 0.237